8
Properties=species:S:1:pos:R:3:forces:R:3:lowdin_charge:R:1 method="wB97M-V/def2-TZVPD" e_homo_ev=-8.99 e_above_lowest_kj_mol=119.35 fmax_ev_per_a=4.6 gap_ev=10.1123 smiles="CP1=CN=1" multiplicity=1
C 1.358003 -0.715480 0.877624 -3.1 -0.1 -0.8 -0.365
C -0.840045 0.445032 -0.700177 -2.8 -1.8 -3.1 -0.389
N 0.648320 -0.098809 1.696215 0.9 0.5 0.4 -0.172
P -0.453421 -0.905082 0.501226 0.5 -1.0 -0.3 0.794
H 2.330748 -0.939457 0.539225 1.2 0.0 0.2 0.050
H -0.325893 0.431501 -1.700803 0.0 0.1 1.3 0.035
H -0.710466 1.290840 -0.139766 0.6 2.7 0.9 -0.039
H -2.007247 0.491455 -1.073545 2.7 -0.6 1.4 0.085